1.
An isolated molecule of CH3N5 at a distorted geometry. Source: OMol25; level of theory: ωB97M-V/def2-TZVPD.

```
9
Properties=species:S:1:pos:R:3
H 0.449 2.106 1.136
N 0.097 1.998 0.199
C -0.030 0.892 -0.276
N -0.771 0.460 -1.230
N -0.636 -0.860 -1.239
N -0.132 -1.321 -0.319
N 0.606 -0.339 0.397
H -0.393 -2.380 -0.093
H 0.811 -0.556 1.425
```

The value obtained for the HOMO energy is -8.71 eV. The calculation puts the gap between HOMO and LUMO at 9.02 eV. The SMILES is [H]/N=c1/nn[nH][nH]1.

=====

2.
An isolated molecule of CH3N5 at a distorted geometry. Source: OMol25; level of theory: ωB97M-V/def2-TZVPD.

```
9
Properties=species:S:1:pos:R:3
H 1.692 -0.005 1.606
N 1.062 0.855 1.552
C 0.205 0.496 0.639
N -0.901 1.307 0.058
N -1.368 0.799 -0.967
N -0.597 -0.435 -1.194
N 0.185 -0.668 -0.009
H -1.285 -1.242 -1.327
H 1.007 -1.106 -0.358
```

The value obtained for the HOMO energy is -9.40 eV. The calculation puts the gap between HOMO and LUMO at 9.47 eV. The SMILES is [H]/N=c1/nn[nH][nH]1.

=====

3.
The ion CH3N5O with charge +2 at a distorted geometry. Source: OMol25; level of theory: ωB97M-V/def2-TZVPD.

```
10
Properties=species:S:1:pos:R:3
C -0.187 -0.156 0.104
N 1.026 0.071 -1.734
N 1.311 1.144 -1.081
N 0.206 -0.683 -1.096
N 0.756 1.215 0.137
N -1.033 -0.467 1.035
O 0.849 1.797 1.094
H -0.262 -1.406 -1.632
H -1.595 -1.306 1.163
H -1.070 -0.211 2.011
```

The value obtained for the HOMO energy (alpha / beta) is -21.19 / -23.13 eV. The calculation puts the gap between HOMO and LUMO (alpha / beta) at 10.14 / 6.94 eV. As for the spin multiplicity: 3. As for the total charge: +2.

=====

4.
A structure of composition CH3N5O2 at a distorted geometry. Source: OMol25; level of theory: ωB97M-V/def2-TZVPD.

```
11
Properties=species:S:1:pos:R:3
C 0.278 -0.371 0.019
H -2.411 -0.344 -0.032
H -1.659 -1.317 -1.040
H 0.638 -2.682 1.492
N -1.894 -0.178 -0.938
N -0.655 0.307 -0.736
N -0.258 1.642 -0.989
N 0.861 1.702 -0.516
N -0.106 -1.317 0.828
O 1.241 0.411 0.062
O 0.775 -1.478 1.928
```

The value obtained for the HOMO energy is -8.99 eV. The calculation puts the gap between HOMO and LUMO at 9.23 eV.

=====

5.
An isolated molecule of CH3N5O2 at a distorted geometry. Source: OMol25; level of theory: ωB97M-V/def2-TZVPD.

```
11
Properties=species:S:1:pos:R:3
N -1.547 -0.531 1.501
N -0.592 0.389 1.104
C 0.036 0.045 0.099
N -0.124 -1.262 -0.355
N 0.758 -1.258 -1.323
O 1.626 -0.316 -1.421
N 1.036 0.888 -0.529
O 0.586 1.794 -1.265
H -1.199 -1.049 2.602
H -1.496 -1.404 0.613
H 0.917 2.704 -1.026
```

The value obtained for the HOMO energy is -8.89 eV. The calculation puts the gap between HOMO and LUMO at 8.38 eV. The SMILES is N/N=c1\nnon1O.

=====

6.
The ion CH3N6S with charge +1 at a distorted geometry. Source: OMol25; level of theory: ωB97M-V/def2-TZVPD.

```
11
Properties=species:S:1:pos:R:3
C -1.048 2.464 -0.132
N 1.538 -1.356 0.495
N 1.996 -2.436 0.535
N -0.030 -4.010 -0.960
N -0.759 1.139 0.064
N 0.253 0.571 0.466
N 0.524 -0.673 0.406
S 0.997 -4.249 -0.042
H -1.225 2.534 -1.187
H -0.172 3.284 0.008
H -2.073 2.731 0.347
```

The value obtained for the HOMO energy (alpha / beta) is -12.21 / -14.75 eV. The calculation puts the gap between HOMO and LUMO (alpha / beta) at 6.25 / 7.44 eV. As for the spin multiplicity: 3. As for the total charge: +1.

=====

7.
A structure of composition CH3NO at a distorted geometry. Source: OMol25; level of theory: ωB97M-V/def2-TZVPD.

```
6
Properties=species:S:1:pos:R:3
C 0.156 0.416 0.005
H -1.219 -1.130 0.518
H -1.919 0.449 0.603
H 0.240 1.603 0.069
N -1.060 -0.174 -0.205
O 1.173 -0.275 0.027
```

The value obtained for the HOMO energy is -10.23 eV. The calculation puts the gap between HOMO and LUMO at 10.56 eV.

=====

8.
A structure of composition CH3NO at a distorted geometry. Source: OMol25; level of theory: ωB97M-V/def2-TZVPD.

```
6
Properties=species:S:1:pos:R:3
C 1.718 0.704 -0.329
N 2.361 -0.122 0.149
O -1.413 -0.631 0.076
H 1.281 1.594 -0.627
H -1.793 -0.950 1.278
H -2.154 -0.595 -0.546
```

The value obtained for the HOMO energy is -11.42 eV. The calculation puts the gap between HOMO and LUMO at 11.66 eV.

=====

9.
A cluster of 2 separate species, CH3NO2 in total at a distorted geometry. Source: OMol25; level of theory: ωB97M-V/def2-TZVPD.

```
7
Properties=species:S:1:pos:R:3
N -0.866 0.548 1.682
C -1.364 -0.278 1.104
O -1.844 -0.991 0.452
H -0.582 1.127 2.377
O 1.013 -0.245 -1.868
H 1.675 0.397 -2.105
H 1.967 -0.558 -1.642
```

The value obtained for the HOMO energy is -10.88 eV. The calculation puts the gap between HOMO and LUMO at 11.50 eV. The SMILES is N=C=O.O.

=====

10.
A cluster of 2 separate species, CH3NO2 in total at a distorted geometry. Source: OMol25; level of theory: ωB97M-V/def2-TZVPD.

```
7
Properties=species:S:1:pos:R:3
C 0.135 -0.250 -0.039
N 3.206 0.368 -0.455
O 4.003 -0.074 0.214
O 1.256 -0.793 0.305
H -0.271 0.458 0.853
H -0.573 -0.987 -0.403
H 0.396 0.539 -0.886
```

The value obtained for the HOMO energy (alpha / beta) is -10.11 / -8.43 eV. The calculation puts the gap between HOMO and LUMO (alpha / beta) at 10.27 / 7.30 eV.

=====

11.
An isolated molecule of CH3NO2 at a distorted geometry. Source: OMol25; level of theory: ωB97M-V/def2-TZVPD.

```
7
Properties=species:S:1:pos:R:3
O 1.361 0.268 -0.026
C 0.055 0.041 0.480
N -0.981 -0.631 -0.136
O -0.914 0.788 -0.099
H 1.108 0.462 -0.898
H 0.102 -0.024 1.796
H -0.731 -0.905 -1.115
```

The value obtained for the HOMO energy is -10.20 eV. The calculation puts the gap between HOMO and LUMO at 11.05 eV. The SMILES is O[C@@H]1NO1.

=====

12.
An isolated molecule of CH3NO2 at a distorted geometry. Source: OMol25; level of theory: ωB97M-V/def2-TZVPD.

```
7
Properties=species:S:1:pos:R:3
O -1.534 1.258 -0.461
C -0.465 0.766 -0.471
N -0.145 -0.276 0.459
O 0.925 -0.984 -0.010
H 0.514 1.066 -0.999
H -0.884 -0.834 0.848
H 1.589 -0.996 0.634
```

The value obtained for the HOMO energy is -10.06 eV. The calculation puts the gap between HOMO and LUMO at 10.91 eV. The SMILES is O=CNO.

=====

13.
A cluster of 2 separate species, CH3NO2 in total at a distorted geometry. Source: OMol25; level of theory: ωB97M-V/def2-TZVPD.

```
7
Properties=species:S:1:pos:R:3
C 0.965 1.187 -0.190
N 1.418 0.083 -0.273
O 1.755 -1.025 -0.418
H 0.135 1.836 -0.152
O -1.380 -0.370 0.302
H -2.269 -0.751 0.317
H -0.624 -0.960 0.414
```

The value obtained for the HOMO energy is -10.08 eV. The calculation puts the gap between HOMO and LUMO at 10.91 eV. The SMILES is C#[N+][O-].O.

=====

14.
A structure of composition CH3NO2P at a distorted geometry. Source: OMol25; level of theory: ωB97M-V/def2-TZVPD.

```
8
Properties=species:S:1:pos:R:3
C -0.475 0.549 -0.222
N -1.319 1.137 0.471
O 1.839 -0.228 -1.289
O 1.044 -0.837 1.128
P 1.446 0.466 -0.009
H -0.667 -0.640 -0.990
H -2.353 0.913 0.359
H 0.485 -1.361 0.552
```

The value obtained for the HOMO energy is -3.29 eV. The calculation puts the gap between HOMO and LUMO at 7.83 eV. As for the total charge: -1.

=====

15.
A cluster of 2 separate species, CH3NO2S in total at a distorted geometry. Source: OMol25; level of theory: ωB97M-V/def2-TZVPD.

```
8
Properties=species:S:1:pos:R:3
C -0.161 1.557 1.144
N 0.971 -0.597 -0.490
O -1.294 -0.245 -1.498
O -0.490 2.241 0.285
S -0.710 -1.109 -0.511
H -0.865 -0.567 0.831
H 1.190 0.108 0.200
H 1.358 -1.388 0.040
```

The value obtained for the HOMO energy is -9.97 eV. The calculation puts the gap between HOMO and LUMO at 10.42 eV.

=====

16.
An isolated molecule of CH3NO2S at a distorted geometry. Source: OMol25; level of theory: ωB97M-V/def2-TZVPD.

```
8
Properties=species:S:1:pos:R:3
O -2.199 -0.690 1.111
N -1.692 -0.653 0.047
O -1.962 0.108 -0.823
C -0.547 -1.457 -0.173
S 0.966 -0.529 0.248
H -0.515 -2.468 0.645
H -0.516 -1.562 -1.314
H 0.504 0.090 1.407
```

The value obtained for the HOMO energy is -9.96 eV. The calculation puts the gap between HOMO and LUMO at 9.90 eV. The SMILES is O=[N+]([O-])CS.

=====

17.
An isolated molecule of CH3NO2S at a distorted geometry. Source: OMol25; level of theory: ωB97M-V/def2-TZVPD.

```
8
Properties=species:S:1:pos:R:3
C 1.193 -0.718 -0.413
N -1.286 0.241 0.605
O 1.404 -1.708 0.137
O 0.413 1.988 -0.677
S 0.312 0.985 0.369
H 1.144 -0.646 -1.436
H -1.154 -0.292 1.443
H -2.026 0.150 -0.029
```

The value obtained for the HOMO energy is -8.65 eV. The calculation puts the gap between HOMO and LUMO at 8.90 eV.

=====

18.
A cluster of 2 separate species, CH3NO2S2 in total at a distorted geometry. Source: OMol25; level of theory: ωB97M-V/def2-TZVPD.

```
9
Properties=species:S:1:pos:R:3
C -0.839 1.748 -1.115
N 1.741 -1.817 1.242
O -0.283 -2.125 -0.226
O -0.248 0.848 1.240
S 0.857 -1.304 0.135
S -1.023 1.851 0.467
H -1.578 2.442 -1.514
H -0.324 1.100 -1.838
H 1.698 -2.744 1.610
```

The value obtained for the HOMO energy is -10.38 eV. The calculation puts the gap between HOMO and LUMO at 9.89 eV.

=====

19.
A structure of composition CH3NO3 at a distorted geometry. Source: OMol25; level of theory: ωB97M-V/def2-TZVPD.

```
8
Properties=species:S:1:pos:R:3
C -0.282 -0.986 -0.204
N -0.932 -0.567 -1.128
O -0.198 -1.260 0.913
O 2.022 0.719 0.030
O 2.010 -0.684 -0.219
H -0.687 -0.346 -2.063
H 2.560 -1.301 0.759
H 1.348 0.732 0.749
```

The value obtained for the HOMO energy is -10.79 eV. The calculation puts the gap between HOMO and LUMO at 10.79 eV.

=====

20.
An isolated molecule of CH3NO3 at a distorted geometry. Source: OMol25; level of theory: ωB97M-V/def2-TZVPD.

```
8
Properties=species:S:1:pos:R:3
O 1.769 -0.976 -0.185
N 1.057 -0.043 -0.073
O 1.301 1.098 -0.103
C -0.575 -0.363 0.193
O -1.298 0.826 0.006
H -0.936 -1.313 -0.429
H -0.544 -0.430 1.292
H -0.775 1.200 -0.702
```

The value obtained for the HOMO energy is -11.08 eV. The calculation puts the gap between HOMO and LUMO at 11.71 eV. The SMILES is O=[N+]([O-])CO.

=====

no.,E_tot (Eh)
1,-313.51863
2,-313.58219
3,-387.86301
4,-463.87580
5,-463.84235
6,-766.02454
7,-169.82035
8,-169.80555
9,-245.06479
10,-244.95584
11,-245.01283
12,-245.07271
13,-245.01615
14,-586.51382
15,-643.25099
16,-643.18094
17,-643.23551
18,-1041.42245
19,-320.21182
20,-320.24555